{"formula": "C3H9N3", "method": "wB97M-V/def2-TZVPD", "max_force_ev_per_a": 1.3, "spin_multiplicity": 1, "homo_lumo_gap_ev": 9.742, "smiles": "N#CN.CNC", "species": ["C", "C", "N", "H", "H", "H", "H", "H", "H", "H", "N", "C", "N", "H", "H"], "xyz": [[-1.183, 0.967, -0.325], [-1.634, -1.323, 0.246], [-0.609, -0.291, 0.129], [0.075, -0.618, -0.558], [-1.815, 1.405, 0.454], [-1.768, 0.845, -1.241], [-0.379, 1.680, -0.532], [-2.032, -1.594, -0.738], [-2.458, -1.002, 0.891], [-1.195, -2.223, 0.689], [2.523, 1.000, 0.222], [2.673, -0.290, -0.080], [2.769, -1.411, -0.346], [1.692, 1.276, 0.760], [3.342, 1.576, 0.429]], "atomic_forces_ev_per_a": [[0.3361, 0.0862, -0.0727], [0.3075, -0.3312, 0.0486], [0.1103, 0.0462, 0.0195], [-0.2076, 0.1539, 0.3203], [0.0039, -0.1556, -0.0944], [-0.1999, 0.1347, -0.0862], [-0.0997, -0.0343, -0.0246], [-0.2736, -0.0352, 0.0046], [0.1685, 0.1009, -0.0905], [-0.0774, 0.1149, -0.0510], [-0.2473, 1.1505, 0.5063], [0.0860, -0.3937, 0.2398], [-0.0268, 0.4137, -0.0544], [0.5177, -0.5705, -0.4233], [-0.3976, -0.6806, -0.2420]]}



{"formula": "C8H7O4P", "method": "wB97M-V/def2-TZVPD", "max_force_ev_per_a": 4.6, "spin_multiplicity": 1, "homo_lumo_gap_ev": 7.999, "species": ["C", "C", "C", "C", "C", "C", "C", "C", "O", "O", "O", "O", "P", "H", "H", "H", "H", "H", "H", "H"], "xyz": [[-2.037, 0.255, -1.382], [-2.049, 0.164, -0.033], [-0.804, 0.415, -2.096], [-0.817, 0.169, 0.729], [0.367, 0.071, -1.475], [0.341, -0.363, -0.101], [1.708, -1.477, 1.813], [1.343, -1.087, 0.411], [-1.285, 2.901, -0.198], [2.942, -1.938, 1.249], [2.526, -1.496, -0.072], [1.116, 2.254, 0.540], [-0.302, 1.983, 0.288], [-2.964, 0.347, -2.054], [-2.976, 0.179, 0.601], [-0.861, 0.695, -3.071], [-0.826, 0.045, 1.752], [1.384, 0.022, -1.749], [1.944, -0.702, 2.686], [1.251, -2.438, 2.161]], "atomic_forces_ev_per_a": [[-1.8585, 0.1478, -0.4616], [-2.7541, -1.0683, 0.0940], [1.5216, -1.3145, 2.8181], [1.9512, 1.8762, -3.7416], [-1.3641, -0.0118, 0.6770], [-0.2089, -1.5258, 0.8582], [0.2689, -0.5118, 1.7356], [-1.6659, 1.5340, 2.1300], [-1.7382, 1.2262, -0.4834], [1.3266, 0.0696, -0.5954], [0.7632, -0.3865, -0.7569], [-0.1904, -0.1166, 0.2721], [2.4797, -0.2541, 1.1297], [1.2501, -0.2057, 1.6073], [0.7569, -0.0509, -1.1250], [0.1324, 0.9157, -2.6754], [-0.0652, -0.5273, 2.0789], [0.7502, 0.3943, -1.7788], [-0.9956, -1.4084, -2.0444], [-0.3600, 1.2180, 0.2614]]}



{"formula": "C9H26IrN2O7", "method": "wB97M-V/def2-TZVPD", "max_force_ev_per_a": 2.9, "spin_multiplicity": 5, "charge": 1, "homo_lumo_gap_ev": [5.511, 7.614], "species": ["O", "H", "Ir", "N", "N", "O", "O", "C", "C", "C", "C", "H", "H", "H", "H", "H", "H", "H", "H", "O", "H", "H", "C", "H", "H", "H", "O", "H", "H", "C", "O", "C", "C", "O", "C", "H", "H", "H", "H", "H", "H", "H", "H", "H", "H"], "xyz": [[3.559, 1.784, -1.591], [4.230, 2.339, -2.043], [-0.377, -0.157, 0.295], [-2.011, -0.651, -0.611], [0.186, -0.543, -1.529], [-3.283, -0.631, -0.032], [1.525, -0.616, -1.914], [-1.998, -1.111, -1.875], [-0.688, -1.098, -2.403], [-3.275, -1.508, -2.494], [-0.220, -1.591, -3.712], [-4.126, -1.009, -2.020], [-3.440, -2.593, -2.425], [-3.257, -1.243, -3.555], [0.841, -1.858, -3.692], [-0.367, -0.817, -4.477], [-0.799, -2.473, -4.007], [-3.207, -0.475, 0.939], [2.025, 0.144, -1.520], [0.054, -2.241, 0.784], [-0.686, -2.884, 0.865], [0.749, -2.658, 0.228], [2.519, 2.650, -1.137], [2.404, 2.521, -0.056], [1.590, 2.365, -1.646], [2.719, 3.714, -1.330], [-0.905, 1.985, 0.021], [-1.676, 2.085, -0.588], [-1.243, 2.308, 0.878], [2.625, -0.673, 1.415], [1.612, 0.344, 1.188], [1.448, 1.197, 2.374], [0.377, 0.632, 3.276], [-0.778, 0.353, 2.434], [-2.050, 0.187, 3.092], [2.863, -1.147, 0.458], [2.264, -1.414, 2.145], [3.529, -0.179, 1.797], [2.414, 1.273, 2.884], [1.165, 2.185, 1.994], [0.706, -0.299, 3.762], [0.090, 1.359, 4.047], [-2.424, -0.829, 2.912], [-1.932, 0.336, 4.172], [-2.748, 0.939, 2.697]], "atomic_forces_ev_per_a": [[0.6162, 0.8216, -0.3161], [-0.5914, -0.7868, 0.3823], [0.5700, 0.9499, 0.9484], [-2.1325, -0.1327, 0.5056], [1.4180, 0.0414, -1.5864], [-1.4434, -0.0108, 0.7929], [1.3158, 0.2306, -0.3683], [1.0308, -0.0564, -0.2153], [-0.8693, 0.1328, 0.4951], [-0.3102, -0.4287, -0.9948], [-0.2966, -0.3022, -0.7158], [0.2903, -0.1116, -0.1635], [-0.0227, 0.2195, -0.0015], [-0.1174, -0.1401, 0.0658], [-0.3170, 0.1169, 0.0372], [0.1212, -0.1904, 0.0175], [0.0731, 0.1674, -0.0717], [0.4780, -0.1831, -1.3470], [-0.8452, -0.6757, -0.4743], [0.4915, -2.8633, 0.5048], [0.6490, 0.3941, -0.2324], [-0.6752, 0.1729, 0.3264], [-0.0904, 0.0948, 0.0231], [-0.0851, 0.0226, -0.1475], [-0.0102, 0.1817, 0.1728], [-0.0011, -0.3435, -0.0470], [-1.3940, 1.9360, -0.0852], [0.7575, -0.1311, 0.3534], [0.2259, 0.0196, -0.3835], [-0.0128, 0.1959, 0.2048], [1.3622, 0.5928, 1.7210], [0.1742, -0.2767, -0.9093], [-0.5647, -0.3493, 0.1077], [0.1835, 0.6335, 1.6248], [0.3492, 0.1017, 0.2483], [-0.2282, 0.1383, 0.1501], [0.1463, 0.1843, -0.2796], [-0.1817, -0.1998, -0.1400], [-0.2526, 0.0678, 0.0533], [0.0242, -0.2213, 0.0332], [-0.1289, 0.1756, -0.1113], [0.1909, -0.1067, -0.1096], [0.1001, 0.2012, 0.0563], [-0.1341, -0.0493, -0.2482], [0.1366, -0.2333, 0.1235]]}



{"formula": "C3H3GdO", "method": "wB97M-V/def2-TZVPD", "max_force_ev_per_a": 3.1, "spin_multiplicity": 9, "charge": 1, "homo_lumo_gap_ev": [6.211, 7.763], "species": ["C", "C", "C", "H", "H", "H", "O", "Gd"], "xyz": [[0.129, -0.084, -0.763], [-1.071, -0.631, 0.042], [-0.412, 0.691, 0.201], [-1.028, -1.372, 0.854], [-1.987, -0.750, -0.556], [-0.781, 1.700, 0.386], [2.569, 0.877, 0.788], [2.582, -0.430, -0.952]], "atomic_forces_ev_per_a": [[0.1511, 0.7350, 2.8429], [-0.7088, -1.5117, -0.5601], [0.3568, 0.1821, -3.1165], [0.3052, 0.3837, -0.2511], [0.2821, 0.1822, 0.3049], [0.7017, -0.3047, 0.6591], [0.2194, -1.2244, -1.5851], [-1.3074, 1.5578, 1.7058]]}



{"formula": "C19H56O9", "method": "wB97M-V/def2-TZVPD", "max_force_ev_per_a": 2.7, "spin_multiplicity": 1, "homo_lumo_gap_ev": 9.266, "smiles": "CC(C)O.CC(C)O.CC(C)O.CC(C)O.CC(C)O.CO.CO.CO.CO", "species": ["C", "O", "H", "H", "H", "H", "C", "O", "H", "H", "H", "H", "C", "O", "H", "H", "H", "H", "C", "O", "H", "H", "H", "H", "C", "C", "C", "O", "H", "H", "H", "H", "H", "H", "H", "H", "C", "C", "C", "O", "H", "H", "H", "H", "H", "H", "H", "H", "C", "C", "C", "O", "H", "H", "H", "H", "H", "H", "H", "H", "C", "C", "C", "O", "H", "H", "H", "H", "H", "H", "H", "H", "C", "C", "C", "O", "H", "H", "H", "H", "H", "H", "H", "H"], "xyz": [[-14.109, -16.089, -27.336], [-13.040, -16.639, -28.048], [-14.869, -15.772, -28.057], [-14.647, -16.888, -26.823], [-13.845, -15.245, -26.698], [-12.432, -15.946, -28.326], [-15.761, -19.092, -24.200], [-16.734, -18.926, -25.207], [-15.085, -18.242, -24.102], [-16.313, -19.274, -23.275], [-15.186, -20.008, -24.335], [-17.034, -18.023, -25.391], [-11.779, -16.016, -24.484], [-10.721, -16.556, -23.713], [-12.450, -15.457, -23.833], [-11.384, -15.374, -25.274], [-12.260, -16.812, -25.054], [-10.712, -16.213, -22.818], [-16.005, -20.062, -28.387], [-16.879, -20.486, -27.343], [-16.579, -19.768, -29.268], [-15.519, -19.146, -28.045], [-15.277, -20.818, -28.679], [-16.722, -19.888, -26.599], [-11.968, -15.014, -31.452], [-10.665, -14.504, -32.060], [-10.881, -13.249, -32.935], [-9.729, -14.311, -31.056], [-11.794, -15.855, -30.779], [-12.737, -15.324, -32.158], [-12.371, -14.208, -30.834], [-10.423, -15.398, -32.643], [-9.987, -12.807, -33.372], [-11.533, -12.520, -32.452], [-11.509, -13.520, -33.787], [-8.864, -14.401, -31.466], [-16.553, -14.440, -25.356], [-16.812, -15.692, -24.486], [-17.198, -15.390, -23.037], [-17.774, -16.508, -25.076], [-15.632, -13.943, -25.045], [-17.294, -13.655, -25.193], [-16.426, -14.694, -26.408], [-15.876, -16.249, -24.560], [-16.433, -14.785, -22.548], [-17.251, -16.315, -22.466], [-18.107, -14.787, -23.052], [-18.582, -16.017, -25.251], [-11.276, -12.773, -26.780], [-10.273, -13.427, -27.714], [-8.996, -13.946, -27.153], [-10.865, -14.559, -28.363], [-11.157, -11.690, -26.810], [-11.143, -13.158, -25.770], [-12.292, -12.956, -27.128], [-10.008, -12.789, -28.561], [-9.134, -14.973, -26.809], [-8.664, -13.304, -26.335], [-8.164, -14.102, -27.841], [-10.433, -14.633, -29.220], [-18.820, -16.255, -28.877], [-17.699, -15.557, -29.612], [-16.756, -16.638, -30.122], [-18.288, -15.032, -30.768], [-19.292, -17.073, -29.421], [-19.596, -15.525, -28.641], [-18.497, -16.716, -27.941], [-17.168, -14.792, -29.043], [-17.150, -17.265, -30.919], [-16.611, -17.303, -29.267], [-15.794, -16.167, -30.326], [-17.760, -14.266, -31.011], [-10.048, -18.549, -28.128], [-10.936, -19.794, -28.264], [-10.944, -20.722, -27.019], [-12.294, -19.418, -28.566], [-10.528, -17.637, -28.491], [-9.211, -18.615, -28.823], [-9.802, -18.326, -27.090], [-10.511, -20.376, -29.084], [-9.995, -20.495, -26.527], [-11.044, -21.784, -27.230], [-11.683, -20.376, -26.295], [-12.290, -18.498, -28.281]], "atomic_forces_ev_per_a": [[-1.0933, -0.0519, -0.8268], [0.6285, -0.4738, 0.0817], [-0.0703, 0.5324, -0.0247], [0.4510, -0.0371, 0.5364], [0.0914, -0.1647, 0.2286], [0.1965, 0.3528, 0.1273], [-0.7111, -0.0496, 0.6516], [0.4096, -0.6220, -0.8410], [0.0570, -0.0206, 0.0287], [0.2714, 0.3546, 0.3847], [0.0381, 0.1127, -0.5831], [0.0799, 0.0059, 0.5999], [0.3646, 0.0932, -0.1544], [0.4135, -0.4297, -0.0943], [-0.3733, -0.0549, -0.3390], [0.1029, 0.3499, 0.1895], [-0.3457, -0.1638, 0.4445], [-0.1821, 0.1396, -0.1106], [-0.5863, 0.5262, 0.4125], [0.2506, -0.3858, -0.7451], [-0.1113, -0.1947, -0.1281], [0.5434, -0.0846, -0.2216], [0.0718, 0.0033, 0.1985], [-0.2203, -0.1356, 0.2477], [-0.2243, 0.9301, 1.0238], [-1.8105, -0.7900, -1.5649], [-0.8598, -0.8235, -0.3889], [0.8301, 0.1512, 0.9077], [0.1750, -0.0915, -0.1163], [0.2598, 0.1599, -0.2813], [-0.3121, -0.0470, 0.0882], [0.8615, 0.3939, -0.5920], [0.1392, 0.0388, 0.4131], [0.5503, 0.2349, 0.4854], [0.1411, -0.3350, -0.1659], [0.1623, 0.1105, 0.2520], [0.2593, 0.2356, 0.8838], [0.9076, 1.3797, -0.1460], [0.9120, 0.2914, -0.4665], [-0.8222, -0.5463, -0.5838], [0.2031, -0.2079, 0.0862], [-0.4244, -0.2137, -0.3241], [-0.2986, -0.0433, 0.0093], [-0.0521, -0.2514, 0.3621], [0.0796, 0.0990, -0.0933], [-0.5078, 0.0495, -0.0538], [-0.2391, -0.3192, 0.2846], [-0.0560, 0.0272, -0.0091], [0.3210, -0.0305, -0.1723], [0.0752, -0.4410, -1.9441], [0.9990, -0.2674, 1.4413], [-1.1420, -0.5075, -0.1264], [0.1948, -0.0095, 0.3243], [-0.1905, 0.1770, 0.0883], [0.0426, -0.2269, 0.0097], [-0.2176, 0.7065, 0.2989], [-0.3611, 0.1572, 0.5919], [0.3042, -0.1739, 0.0833], [-0.1997, 0.6385, -0.4470], [0.0743, -0.1031, -0.2456], [-0.5315, 0.4776, 1.2101], [-0.4527, -2.4730, -1.0558], [1.0244, 0.0528, 1.8518], [-0.4961, 1.8034, -0.6806], [0.2405, 0.1943, -0.4981], [-0.1244, -0.0599, 0.0631], [0.2279, 0.1642, 0.0859], [-0.1483, -0.0429, 0.2848], [-0.1090, 0.4887, -0.1875], [0.4680, -0.2214, -0.1029], [0.1221, -0.4063, -0.5598], [-0.1870, 0.0396, -0.3887], [-0.3084, 0.3350, -0.2152], [-0.6821, -0.6435, 0.2599], [0.9025, 1.3908, 0.0330], [0.9864, -0.0537, -0.0816], [-0.4782, -0.1006, -0.0005], [0.5069, -0.2043, 0.6274], [0.4885, -0.1524, -0.0852], [-0.3996, -0.0542, -0.2651], [0.2176, -0.6991, 0.1454], [-0.0938, 0.1225, -0.0522], [-0.3071, -0.1436, -0.2144], [-0.9179, 0.2318, -0.1493]]}



{"formula": "H2N6O", "method": "wB97M-V/def2-TZVPD", "max_force_ev_per_a": 3.8, "spin_multiplicity": 3, "homo_lumo_gap_ev": [8.816, 7.612], "species": ["N", "N", "N", "N", "N", "N", "O", "H", "H"], "xyz": [[1.470, -0.424, 0.332], [1.247, 0.823, 0.371], [-0.806, -1.063, -0.012], [0.537, -1.243, -0.276], [0.351, 1.293, -0.371], [-1.367, 0.010, -0.085], [-2.385, 0.573, 0.189], [0.884, -2.170, -0.145], [0.070, 2.200, -0.003]], "atomic_forces_ev_per_a": [[1.2239, -0.5987, -0.6745], [-0.0236, -0.1785, 1.1659], [-2.2597, -2.9915, 0.8355], [0.2270, 3.0158, -0.0019], [0.5113, 1.4834, -1.1416], [1.5685, 0.6681, -0.3025], [-0.7734, -0.9772, -0.0119], [-0.7952, -0.7281, 0.2085], [0.3212, 0.3067, -0.0775]]}



{"formula": "C5H15NO", "method": "wB97M-V/def2-TZVPD", "max_force_ev_per_a": 1.7, "spin_multiplicity": 1, "homo_lumo_gap_ev": 10.070, "smiles": "CC(C)CCN.O", "species": ["C", "C", "C", "C", "C", "N", "H", "H", "H", "H", "H", "H", "H", "H", "H", "H", "H", "H", "H", "H", "H", "O"], "xyz": [[0.156, 0.533, 1.861], [-0.793, -0.442, 1.119], [-0.299, -1.145, -0.167], [-0.305, -2.656, 0.032], [1.091, -0.709, -0.583], [0.324, 1.795, 1.171], [-0.270, 0.635, 2.868], [1.101, -0.017, 1.989], [-1.617, 0.216, 0.809], [-1.209, -1.164, 1.818], [-0.950, -0.902, -0.985], [0.295, -2.961, 0.892], [-1.310, -3.022, 0.180], [0.161, -3.166, -0.814], [1.402, -1.165, -1.522], [1.330, 0.349, -0.697], [1.878, -1.000, 0.125], [-0.046, 2.587, 1.669], [1.296, 1.997, 0.988], [-1.517, 3.395, -3.408], [-0.018, 3.707, -3.491], [-0.702, 3.136, -3.855]], "atomic_forces_ev_per_a": [[-0.2037, -1.6726, 0.2212], [-0.6403, 1.2862, -0.4983], [0.9274, 0.0747, 0.8161], [0.4817, -0.0876, -0.2246], [1.6253, 0.0900, -0.0817], [0.2961, 0.2842, -0.2681], [0.1703, 0.2812, -0.1354], [0.0306, 0.5223, 0.0897], [-0.1392, -0.2566, 0.2112], [0.0742, -0.1188, 0.1114], [-0.5333, 0.1052, -0.3594], [-0.0221, 0.2066, 0.2085], [-0.3215, -0.2222, -0.0075], [-0.2575, -0.0271, -0.1655], [-0.2029, -0.1660, -0.1485], [-0.8654, 0.1860, -0.1116], [-0.2976, -0.4225, 0.1693], [-0.1552, -0.0376, 0.1988], [0.0313, -0.0136, -0.0265], [0.1637, -0.0264, -0.0295], [-0.0659, -0.0221, 0.0273], [-0.0963, 0.0367, 0.0030]]}



| no. | energy (Eh) |
| --- | --- |
| 1 | -283.936862 |
| 2 | -951.176390 |
| 3 | -1098.494002 |
| 4 | -956.491222 |
| 5 | -1434.524920 |
| 6 | -404.672708 |
| 7 | -329.475380 |